1.
ORCA calculation (ωB97M-V/def2-TZVPD) on a structure of composition C2H13NO4 at a distorted geometry.

As for the total charge: 0. The calculation puts the HOMO energy at -9.77 eV. The value obtained for the total energy is -11956.7648 eV. As for the energy relative to the best compared isomer or geometry (same formula, charge and spin): 200.7 kcal per mole. The frontier orbital gap is 4.688 eV.

```
20
Properties=species:S:1:pos:R:3:mulliken_charge:R:1
C 0.92 1.88 -0.49 -1.248
O 1.92 -0.55 -0.61 -0.732
C -0.31 1.03 -0.40 -0.182
N -0.26 0.02 -1.53 -0.357
H 1.70 1.18 -0.25 0.413
H 1.03 2.21 -1.52 0.367
H 0.89 2.78 0.15 0.357
H -1.22 1.55 -0.68 0.512
H -0.45 0.62 0.61 0.274
H -0.64 -0.83 -1.10 0.324
H 0.75 -0.21 -1.69 0.456
H -1.41 -1.94 2.03 0.274
H 0.49 -0.89 2.15 0.391
O -0.90 -1.40 1.41 -0.728
H 2.24 -1.46 -0.79 0.238
H 1.35 -0.64 0.88 0.440
O 1.19 -0.31 1.80 -0.603
H -3.20 -1.27 -0.35 0.232
H -1.65 -1.11 0.66 0.315
O -2.45 -0.67 -0.26 -0.744
```

2.
ORCA calculation (ωB97M-V/def2-TZVPD) on a cluster of 5 separate species, C2H13NO4 in total at a distorted geometry.

As for the total charge: +1. The calculation puts the HOMO energy (alpha / beta) at -14.08 / -14.08 eV. The value obtained for the total energy is -11955.9288 eV. As for the energy relative to the best compared isomer or geometry (same formula, charge and spin): 9.6 kcal per mole. The expectation value of S² is 0.76. As for the spin multiplicity: 2. The frontier orbital gap (alpha / beta) is 9.597 / 6.082 eV.

```
20
Properties=species:S:1:pos:R:3:mulliken_charge:R:1
C 2.21 -2.48 1.08 -0.630
C 1.14 -1.68 1.51 0.368
N 1.00 -0.38 1.60 -0.276
H 3.02 -2.10 0.47 0.290
H 2.18 -3.53 1.33 0.292
H 0.26 -2.30 1.69 0.341
H 0.19 0.02 1.08 0.284
H 1.84 0.09 1.23 0.326
H 0.40 0.57 -3.18 0.348
H 1.94 0.32 -3.26 0.290
O 1.27 0.97 -3.01 -0.631
H -2.63 0.88 2.23 0.329
H -1.93 0.12 3.36 0.293
O -2.42 0.92 3.18 -0.619
H -1.42 0.75 -0.86 0.338
H -2.65 -0.03 -0.58 0.315
O -1.79 0.17 -0.18 -0.623
H -1.05 3.01 -3.15 0.326
H -0.32 2.29 -2.10 0.311
O -1.23 2.38 -2.44 -0.673
```

What is the formula in the second record?
C2H13NO4